1.
# C3HMnO2

C3HMnO2 as an isolated structure at a distorted geometry (wB97M-V/def2-TZVPD, the Open Molecules 2025 dataset).

Each line ends with the Mulliken spin population.
Geometry (Å):
C  1.730  0.415  -0.218  -0.51
C  0.514  0.301  -0.121  0.48
Mn  3.668  0.520  -0.331  5.00
O  -1.674  1.091  0.040  0.03
C  -0.924  0.144  0.060  0.00
O  -1.395  -1.094  -0.096  0.00
H  -1.919  -1.377  0.666  0.00

Results
Multiplicity: 6
E_HOMO (alpha / beta), eV: -14.11 / -14.12
Total charge: +1

***

2.
# C46H40N4O5PbSeSi

C46H40N4O5PbSeSi as an isolated structure at a distorted geometry (wB97M-V/def2-TZVPD, the Open Molecules 2025 dataset).

Each line ends with the Mulliken charge.
Geometry (Å):
Pb  15.632  10.558  14.050  1.84
C  14.461  12.701  18.557  -1.69
C  15.085  12.164  17.307  -0.04
N  14.408  11.827  16.204  1.23
N  13.118  11.930  16.221  -1.09
C  12.507  11.547  15.066  -0.03
O  13.140  11.211  14.002  -0.60
C  11.046  11.566  15.039  0.38
C  10.341  11.585  16.230  -0.20
C  8.930  11.584  16.221  -0.72
C  8.249  11.682  15.040  -0.35
C  8.941  11.714  13.833  -0.56
C  10.337  11.650  13.832  -0.16
C  16.491  11.833  17.336  0.61
C  17.247  11.958  18.503  -0.71
C  18.527  11.437  18.586  -0.21
C  19.125  10.859  17.507  -1.00
C  18.366  10.841  16.309  -0.14
N  17.157  11.311  16.214  0.20
H  13.399  12.979  18.339  0.35
H  14.366  11.866  19.260  0.34
H  15.030  13.561  19.005  0.38
H  10.856  11.487  17.169  0.41
H  8.380  11.624  17.131  0.37
H  7.185  11.553  14.995  0.36
H  8.466  11.844  12.835  0.31
H  10.936  11.717  12.914  0.33
H  16.771  12.408  19.425  0.13
H  18.992  11.541  19.583  0.32
H  20.144  10.408  17.532  0.35
H  18.817  10.402  15.446  0.47
C  12.775  5.174  9.753  -0.69
O  12.010  5.568  10.950  -0.49
C  12.644  6.141  11.985  0.71
C  12.547  5.498  13.255  -0.91
C  13.318  6.082  14.285  -0.81
C  14.212  7.136  14.090  0.04
C  15.180  7.478  15.187  1.02
C  15.403  6.521  16.357  -1.66
O  15.905  8.547  15.237  -0.46
C  14.142  7.868  12.814  0.44
O  14.668  9.027  12.654  -0.45
C  13.335  7.318  11.809  -0.56
H  12.025  4.959  9.015  0.24
H  13.424  4.308  9.944  0.25
H  13.417  6.038  9.421  0.32
H  12.119  4.458  13.335  0.26
H  13.181  5.724  15.333  0.36
H  15.161  5.465  16.140  0.46
H  14.724  6.820  17.187  0.31
H  16.471  6.700  16.676  0.31
H  13.228  7.849  10.879  0.58
O  17.731  10.928  12.876  -0.07
Si  18.549  10.963  11.503  -1.49
C  19.905  12.277  11.438  0.20
C  20.153  13.139  12.501  -0.27
C  21.186  14.023  12.566  -0.35
C  22.038  14.102  11.457  -0.31
C  21.826  13.268  10.352  -0.74
C  20.732  12.405  10.301  0.06
C  19.403  9.271  11.294  0.39
C  18.558  8.160  11.419  -0.26
C  19.003  6.917  11.026  -0.84
C  20.373  6.784  10.791  -0.34
C  21.266  7.845  10.806  -0.64
C  20.806  9.116  11.088  -0.54
C  17.757  11.238  9.821  0.51
C  17.648  12.519  9.330  0.26
C  17.082  12.808  8.066  -0.74
C  16.713  11.751  7.242  -0.59
C  16.750  10.454  7.734  -0.66
C  17.268  10.218  8.973  -0.37
H  19.444  13.109  13.321  0.23
H  21.333  14.594  13.524  0.31
H  22.957  14.754  11.488  0.24
H  22.481  13.366  9.443  0.27
H  20.585  11.791  9.395  0.45
H  17.505  8.337  11.675  0.57
H  18.408  6.047  10.807  0.42
H  20.768  5.807  10.566  0.33
H  22.299  7.650  10.562  0.38
H  21.501  9.911  11.222  0.46
H  18.061  13.364  9.923  0.37
H  16.972  13.849  7.791  0.44
H  16.498  11.945  6.153  0.22
H  16.351  9.638  7.160  0.42
H  17.358  9.239  9.308  0.45
Se  15.753  14.271  12.778  -0.39
C  14.656  14.021  11.270  -0.03
C  13.468  13.270  11.359  0.24
C  12.618  13.210  10.248  -0.39
N  12.841  13.843  9.069  -0.72
C  13.994  14.529  8.991  -0.32
C  14.927  14.673  10.025  -0.44
H  13.299  12.733  12.315  0.09
H  11.643  12.731  10.312  0.35
H  14.198  14.938  7.979  0.32
H  15.916  15.124  9.835  0.41

Results
E_HOMO, eV: -0.99
Total charge: -2

***

3.
# C5H11N

C5H11N as an isolated structure (wB97M-V/def2-TZVPD, the Open Molecules 2025 dataset).

Each line ends with the natural charge from an NBO analysis.
Geometry (Å):
C  1.761  0.445  -0.634  -0.43
N  1.177  -0.344  0.353  -0.30
C  0.564  0.124  1.598  -0.27
C  -0.110  -0.596  0.510  0.26
C  -0.883  1.157  -0.881  -0.91
C  -1.090  -1.661  0.202  -0.67
H  1.941  -0.104  -1.562  0.20
H  0.466  1.064  -0.822  0.23
H  2.637  0.993  -0.287  0.20
H  0.358  1.196  1.681  0.19
H  0.944  -0.350  2.504  0.19
H  -1.633  1.188  -0.084  0.20
H  -1.252  0.513  -1.688  0.20
H  -0.830  2.180  -1.280  0.21
H  -2.064  -1.391  0.621  0.24
H  -1.202  -1.797  -0.878  0.23
H  -0.784  -2.617  0.646  0.23

Results
E_HOMO, eV: -7.45

***

Short version: ΔE to the lowest compared entry with this formula, charge and spin = 33.99 42.00 125.55 kcal per mole, in the order given.
Short version: total energy = -38530.610 -143022.336 -6848.084 eV, in the order given.